Entry 1:
{"formula": "C19H45GeN7Rh", "method": "ωB97M-V/def2-TZVPD", "lumo_energy_ev": [-10.3, -13.6], "charge": 3, "multiplicity": 5, "e_homo_ev": [-17.835, -17.974], "elements": ["Rh", "C", "N", "C", "C", "N", "N", "C", "C", "H", "H", "H", "H", "H", "H", "H", "H", "H", "H", "H", "H", "H", "C", "C", "C", "C", "Ge", "C", "C", "C", "C", "H", "H", "H", "H", "H", "H", "H", "H", "H", "H", "H", "H", "H", "H", "H", "H", "H", "H", "H", "C", "N", "C", "N", "C", "N", "C", "N", "C", "C", "H", "H", "H", "H", "H", "H", "H", "H", "H", "H", "H", "H", "H"], "coordinates": [[-0.04, 0.72, -1.15], [1.17, -2.09, 2.32], [1.51, -1.49, 1.03], [1.74, -0.05, 1.10], [0.96, -2.00, -0.13], [0.35, -1.21, -0.96], [1.12, -3.35, -0.33], [0.29, -4.10, -1.26], [2.34, -4.03, 0.08], [0.53, -1.42, 2.90], [2.08, -2.27, 2.89], [0.63, -3.03, 2.22], [2.38, 0.20, 1.96], [0.79, 0.50, 1.21], [2.25, 0.31, 0.21], [0.03, -1.72, -1.77], [0.65, -3.96, -2.29], [-0.75, -3.77, -1.21], [0.31, -5.17, -1.03], [3.17, -3.33, 0.24], [2.67, -4.75, -0.67], [2.17, -4.58, 1.02], [-2.11, 3.38, 3.18], [-2.76, 2.44, 2.17], [-2.57, 2.94, 0.74], [-3.27, 2.07, -0.31], [-2.46, 0.30, -0.56], [-2.45, -1.06, 0.86], [-3.84, -1.62, 1.20], [-4.76, -0.60, 1.87], [-6.10, -1.22, 2.23], [-2.26, 2.99, 4.21], [-2.55, 4.39, 3.11], [-1.01, 3.44, 2.98], [-3.85, 2.37, 2.40], [-2.31, 1.44, 2.28], [-1.49, 3.02, 0.50], [-3.01, 3.96, 0.67], [-3.16, 2.58, -1.29], [-4.35, 1.99, -0.10], [-3.15, -0.36, -1.79], [-1.95, -0.69, 1.77], [-1.84, -1.90, 0.47], [-3.70, -2.47, 1.90], [-4.31, -2.01, 0.27], [-4.94, 0.25, 1.19], [-4.28, -0.22, 2.80], [-6.62, -1.59, 1.31], [-6.75, -0.46, 2.72], [-5.96, -2.07, 2.93], [2.37, 2.19, -0.85], [1.87, 1.06, -1.62], [2.67, -0.12, -1.32], [4.06, 0.12, -1.66], [4.55, 1.25, -0.89], [3.77, 2.44, -1.19], [3.87, 2.74, -2.61], [3.37, 1.61, -3.39], [1.98, 1.37, -3.04], [4.16, 0.43, -3.08], [2.27, 2.00, 0.23], [1.76, 3.08, -1.03], [2.28, -0.99, -1.87], [2.57, -0.39, -0.26], [5.62, 1.43, -1.10], [4.52, 1.03, 0.18], [4.91, 2.97, -2.88], [3.31, 3.65, -2.85], [1.57, 0.54, -3.65], [1.36, 2.23, -3.30], [5.21, 0.58, -3.37], [3.83, -0.42, -3.69], [-0.40, 0.49, -2.78]], "mulliken_spin": [2.069, -0.003, 0.018, 0.008, 0.004, 0.362, 0.116, 0.000, -0.002, 0.001, 0.001, 0.002, -0.001, 0.000, 0.007, -0.040, 0.004, 0.001, 0.002, 0.003, 0.004, 0.006, -0.001, 0.008, -0.007, 0.104, 0.158, 0.026, 0.010, 0.008, 0.000, 0.000, 0.000, 0.000, 0.000, -0.003, -0.003, 0.005, 0.018, 0.018, 0.013, 0.001, 0.007, 0.012, 0.000, -0.005, 0.002, 0.000, 0.001, 0.000, -0.007, -0.145, -0.018, 0.173, -0.003, 0.177, -0.003, 0.579, 0.097, -0.004, -0.014, 0.068, 0.002, 0.040, 0.002, 0.018, 0.001, 0.002, -0.031, 0.025, 0.000, 0.002, 0.107]}

=====

Entry 2:
{"formula": "C11H15N", "method": "ωB97M-V/def2-TZVPD", "lumo_energy_ev": [-3.8, -7.5], "charge": 1, "multiplicity": 2, "e_homo_ev": [-13.141, -13.169], "elements": ["C", "C", "H", "H", "H", "H", "H", "H", "C", "C", "C", "C", "C", "C", "C", "C", "C", "N", "H", "H", "H", "H", "H", "H", "H", "H", "H"], "coordinates": [[0.05, -0.73, 4.29], [-0.66, -1.43, 3.16], [-0.73, -0.22, 5.01], [0.80, -1.25, 4.82], [0.70, 0.08, 3.84], [-0.88, -0.79, 2.34], [-1.64, -2.03, 3.37], [-0.11, -2.25, 2.63], [0.68, 2.29, -3.43], [0.67, -0.09, -0.56], [-0.02, 0.69, -1.50], [0.95, 1.29, -2.32], [2.21, 0.74, -2.01], [-1.54, -1.12, -0.06], [-0.18, -1.11, 0.11], [-2.12, -0.24, -0.99], [-1.40, 0.62, -1.75], [2.01, -0.04, -0.79], [-2.05, -1.86, 0.61], [0.53, -1.61, 0.83], [-3.12, -0.41, -1.17], [-1.80, 1.23, -2.51], [2.68, -0.59, -0.34], [3.20, 0.93, -2.30], [0.31, 1.72, -4.32], [1.45, 3.02, -3.85], [0.01, 3.16, -3.12]], "mulliken_spin": [0.001, 0.007, 0.000, 0.000, 0.000, 0.000, 0.000, 0.000, 0.009, 0.097, -0.009, 0.196, 0.330, 0.169, 0.003, -0.054, 0.157, 0.067, 0.003, -0.003, 0.000, 0.004, -0.004, 0.004, 0.019, 0.001, 0.002]}

=====

Entry 3:
{"formula": "CH5N3O", "method": "ωB97M-V/def2-TZVPD", "smiles": "N/N=C/NO", "lumo_energy_ev": 1.0, "multiplicity": 1, "e_homo_ev": -8.251, "elements": ["N", "N", "C", "N", "O", "H", "H", "H", "H", "H"], "coordinates": [[-2.23, -0.20, -0.07], [-0.87, -0.42, -0.04], [-0.12, 0.64, 0.00], [1.26, 0.59, -0.12], [1.97, -0.64, 0.14], [-2.57, -0.95, 0.58], [-2.32, 0.82, 0.34], [-0.71, 1.54, -0.13], [1.69, 1.25, 0.53], [1.71, -1.12, -0.71]], "mulliken_charge": [-0.539, -0.211, -0.022, -0.234, -0.388, 0.277, 0.234, 0.270, 0.265, 0.349]}

=====

Entry 4:
{"formula": "BH18O7", "method": "ωB97M-V/def2-TZVPD", "lumo_energy_ev": 3.0, "charge": -1, "multiplicity": 1, "e_homo_ev": -5.761, "elements": ["B", "H", "H", "H", "H", "O", "H", "H", "O", "H", "H", "O", "H", "H", "O", "H", "H", "O", "H", "H", "O", "H", "H", "O", "H", "H"], "coordinates": [[-0.06, -0.13, 0.12], [-1.19, -0.33, 0.09], [0.51, -1.21, 0.31], [-0.03, 0.48, -0.89], [0.07, 0.65, 0.92], [-0.96, -3.42, -1.36], [-0.55, -4.17, -1.11], [-0.57, -2.81, -0.82], [-1.87, -0.48, 3.14], [-1.18, -0.68, 2.56], [-1.46, -0.93, 3.89], [-1.26, 3.61, 0.39], [-1.55, 3.94, 1.19], [-1.00, 2.64, 0.52], [2.49, -0.97, 2.96], [1.89, -0.32, 2.50], [2.10, -1.73, 2.97], [-2.22, 1.49, -2.76], [-3.01, 1.14, -3.26], [-1.92, 0.87, -2.12], [1.79, -0.79, -3.12], [1.22, -1.08, -3.89], [1.12, -0.77, -2.40], [2.65, 1.92, -0.05], [2.49, 1.17, -0.60], [2.51, 1.89, 0.83]], "mulliken_charge": [0.358, -0.169, -0.283, -0.330, -0.384, -0.607, 0.262, 0.326, -0.620, 0.296, 0.296, -0.667, 0.272, 0.340, -0.637, 0.355, 0.259, -0.656, 0.298, 0.359, -0.666, 0.297, 0.356, -0.628, 0.311, 0.263]}

=====

What is the formula in the third record?
CH5N3O